# C3H4O3

C3H4O3 in the gas phase (wB97M-V/def2-TZVPD, the OMol25 dataset).

Geometry as XYZ:
```
10
Properties=species:S:1:pos:R:3:nbo_charge:R:1
O 1.595 0.367 0.576 -0.708
O -1.083 -2.164 -0.952 -0.495
O -0.373 1.264 -0.354 -0.469
C 0.271 0.716 0.752 0.352
C -0.787 -0.047 0.068 -0.080
C -0.404 -1.173 -0.840 0.412
H 0.058 1.189 1.712 0.167
H 1.963 0.994 -0.062 0.489
H -1.789 -0.106 0.489 0.208
H 0.548 -1.040 -1.389 0.125
```

Properties
Highest occupied orbital energy, eV: -10.23
Charge: 0
Orbital gap, eV: 10.938
Energy relative to the best compared isomer or geometry (same formula, charge and spin), kcal per mole: 52.1
SMILES: O=C[C@@H]1O[C@@H]1O
Lowest unoccupied orbital energy, eV: 0.71